Computed, not measured: the molecule C14H9BF6O at a distorted geometry, with wB97M-V/def2-TZVPD.

Cartesian coordinates (Å):
O -2.3121 1.5789 -1.0399
B -1.3147 0.6675 -0.8650
C -1.5641 -0.3368 0.3052
C -1.9876 0.2839 1.4648
C -2.0251 -0.5434 2.6042
C -1.9149 -1.9292 2.5785
C -2.1190 -2.8278 3.8575
F -3.3216 -3.4121 3.8619
F -1.9044 -2.0249 4.9243
F -1.1806 -3.8338 3.8747
C -1.5921 -2.5265 1.3695
C -1.3251 -1.7277 0.2518
C 0.1110 1.0408 -1.2392
C 0.8732 1.9839 -0.6371
C 2.1899 2.1081 -1.0407
C 2.7187 1.3280 -2.0700
C 4.1144 1.6028 -2.5708
F 4.0326 2.6153 -3.4982
F 4.8236 1.9372 -1.5162
F 4.6185 0.4145 -3.0333
C 1.9557 0.4397 -2.7276
C 0.6652 0.2912 -2.2825
H -2.1862 2.4940 -1.4736
H -2.1755 1.3030 1.3480
H -2.4989 -0.1071 3.4771
H -1.4610 -3.6561 1.4216
H -1.0200 -2.1196 -0.7096
H 0.4688 2.5587 0.1824
H 2.8537 2.8652 -0.6132
H 2.5209 -0.1395 -3.3829
H -0.0436 -0.3284 -2.8218

Output
LUMO energy: 0.00511 Eh
E_HOMO: -9.536 eV
SMILES string: OB(c1ccc(C(F)(F)F)cc1)c1ccc(C(F)(F)F)cc1
Multiplicity: 1
Kohn-Sham gap: 9.675 eV

Computed, not measured: a structure of composition C49H47Cl2N4O2Ta at a distorted geometry, with wB97M-V/def2-TZVPD.

Cartesian coordinates (Å):
Ta -0.3344 0.4034 0.2706
C -0.2787 3.9454 1.1825
C -0.7778 2.6524 1.7782
C -2.1679 2.4658 1.8869
C -3.0894 3.4870 1.2719
C -2.6770 1.3809 2.6278
C -4.1539 1.2051 2.8364
C -1.7997 0.4854 3.2585
C -2.3644 -0.6538 4.0624
C -0.4116 0.6893 3.1934
C 0.4705 -0.1630 4.0588
C 0.1171 1.7284 2.3855
C 1.6028 2.0252 2.3711
H -0.4585 4.0201 0.1105
H 0.7807 4.0974 1.3571
H -0.8112 4.7729 1.6524
H -4.0514 3.0639 0.9968
H -2.6554 3.9268 0.3771
H -3.2821 4.2974 1.9803
H -4.5329 0.3474 2.2757
H -4.7230 2.0790 2.5392
H -4.3600 1.0191 3.8903
H -3.2669 -1.0506 3.6019
H -2.6344 -0.3190 5.0680
H -1.6574 -1.4711 4.1723
H 0.3889 -1.2210 3.8065
H 0.1394 -0.0673 5.0951
H 1.5153 0.1200 4.0220
H 1.8334 2.7743 3.1334
H 1.9266 2.4200 1.4125
H 2.2007 1.1451 2.5777
Cl 3.0901 3.3810 -0.9990
C 1.7470 3.2889 -2.0831
C 1.8011 3.9703 -3.3162
C 0.7689 3.8566 -4.2028
Cl 0.8589 4.6851 -5.7108
C -0.3701 3.0550 -3.9089
C -1.4571 2.8437 -4.7856
C -2.4676 2.0149 -4.3928
C -2.4114 1.4036 -3.1243
N -1.4327 1.5922 -2.2685
C -0.4189 2.4028 -2.6633
C 0.6530 2.5386 -1.7468
O 0.5458 1.8618 -0.6033
H 2.6648 4.5751 -3.5543
H -1.4706 3.3275 -5.7523
H -3.3123 1.8176 -5.0373
H -3.2086 0.7397 -2.8149
N 0.7561 -0.4461 -1.4129
C 1.5246 -0.6577 -2.2538
N 2.3660 -0.9105 -3.1995
C 3.0636 -2.2143 -3.2707
C 4.5123 -2.0054 -2.8592
O 5.1111 -0.9931 -3.6406
C 4.4819 0.2581 -3.4632
C 3.0346 0.1966 -3.9215
H 3.0003 -2.5605 -4.3024
H 2.5548 -2.9265 -2.6228
H 5.0831 -2.9174 -3.0243
H 4.5639 -1.7434 -1.7928
H 5.0352 0.9839 -4.0563
H 4.5231 0.5607 -2.4067
H 2.9757 -0.0287 -4.9866
H 2.5018 1.1256 -3.7194
C -6.1229 0.0774 -1.0813
C -5.2709 1.0331 -0.4931
C -3.9509 0.7451 -0.2830
C -3.3873 -0.5004 -0.6386
C -2.0040 -0.8149 -0.4077
C -1.5790 -2.0764 -0.8074
C -2.4248 -3.0140 -1.4314
C -3.7364 -2.7092 -1.6430
C -4.2488 -1.4509 -1.2437
C -5.6142 -1.1350 -1.4514
H -7.1673 0.3072 -1.2418
H -5.6668 2.0033 -0.2183
H -3.2961 1.4978 0.1310
H -0.5608 -2.3947 -0.6312
H -2.0277 -3.9779 -1.7217
H -4.4046 -3.4219 -2.1108
H -6.2513 -1.8807 -1.9108
N 0.6137 -0.9657 1.1307
C 1.4891 -1.8165 1.5333
C 1.0501 -3.2020 1.7774
C -0.2937 -3.4514 2.0780
C -0.7370 -4.7468 2.2635
C 0.1506 -5.8088 2.1268
C 1.4802 -5.5739 1.8037
C 1.9341 -4.2764 1.6352
C 2.8979 -1.4180 1.7235
C 3.6621 -1.9639 2.7575
C 4.9682 -1.5442 2.9520
C 5.5277 -0.5965 2.1056
C 4.7739 -0.0480 1.0739
C 3.4614 -0.4449 0.8925
H -0.9821 -2.6197 2.1645
H -1.7728 -4.9346 2.5118
H -0.1971 -6.8233 2.2698
H 2.1639 -6.4032 1.6843
H 2.9678 -4.0990 1.3712
H 3.2250 -2.6950 3.4249
H 5.5508 -1.9567 3.7642
H 6.5509 -0.2783 2.2546
H 5.2118 0.6971 0.4219
H 2.8615 -0.0001 0.1078

Output
LUMO energy: -0.24363 Eh
E_HOMO: -12.782 eV
Charge: +2
Multiplicity: 1
Kohn-Sham gap: 6.153 eV

Computed, not measured: the molecule C5H6O, with wB97M-V/def2-TZVPD.

Cartesian coordinates (Å):
C 0.3609 1.9126 0.5630
C 1.0886 0.6621 0.6083
C 1.2945 -0.4852 0.2676
C 0.4280 -1.2758 -0.6078
C -0.9555 -1.4752 -0.1547
O -0.6747 -0.4824 -1.1268
H 0.8984 2.7343 0.0873
H -0.4383 1.5481 -0.1210
H -0.0932 2.2282 1.5055
H 0.8606 -1.9487 -1.3398
H -1.1979 -1.1288 0.8607
H -1.5714 -2.2889 -0.5422

Output
LUMO energy: 0.03104 Eh
E_HOMO: -9.499 eV
SMILES string: CC#C[C@H]1CO1
Multiplicity: 1
Kohn-Sham gap: 10.344 eV

Computed, not measured: a cluster of 2 separate species, C6H8O3 in total at a distorted geometry, with wB97M-V/def2-TZVPD.

Cartesian coordinates (Å):
C 1.2952 0.7178 0.8612
C 0.0505 0.8162 0.3831
C -1.0014 1.6496 1.0459
C -0.2394 0.3451 -1.0800
O 0.6046 0.3368 -1.9607
O -1.5464 0.5994 -1.4048
H 1.5193 0.9572 1.8900
H 2.0180 0.0931 0.3588
H -0.6868 1.9694 2.0373
H -1.2016 2.5341 0.4411
H -1.9352 1.0965 1.1381
H -1.6125 0.7081 -2.3649
C 0.5545 -2.2833 -0.7946
C 0.3239 -2.2117 0.5141
O 0.0348 -2.5198 1.5952
H 1.1254 -1.5779 -1.3710
H 0.6971 -3.2306 -1.2887

Output
LUMO energy: 0.00889 Eh
E_HOMO: -9.124 eV
SMILES string: C=C(C)C(=O)O.C=C=O
Multiplicity: 1
Kohn-Sham gap: 9.366 eV

Computed, not measured: a structure of composition C8H15F6LiN2O6S2 at a distorted geometry, with wB97M-V/def2-TZVPD.

Cartesian coordinates (Å):
Li -0.1779 0.1281 -0.4056
C -2.4780 1.8913 -0.4920
F -3.6745 2.2235 -0.8761
F -1.8366 1.0820 -1.3805
F -1.7735 2.9881 -0.3078
S -2.7084 0.9666 1.2536
O -2.5229 1.9972 2.2434
O -4.0393 0.3327 1.3088
N -1.3298 -0.0481 1.1686
S -1.6948 -1.1389 2.2597
O -1.8113 -0.7083 3.6339
O -2.7242 -2.1005 1.8759
C -0.0204 -2.1730 2.1096
F 0.1466 -2.8222 3.3009
F -0.0223 -2.9900 1.0928
F 0.9990 -1.3230 2.0704
C 1.3675 1.5970 2.2474
O 1.1924 1.5395 0.8561
C 2.2404 1.9767 0.0347
C 1.9480 1.8406 -1.5035
N 1.1369 0.6876 -1.9087
C 1.7701 -0.6150 -1.6629
C 0.8130 -1.7112 -2.0790
O -0.3669 -1.6861 -1.2387
C -1.3384 -2.5331 -1.7630
H 1.7904 2.5775 2.4664
H 2.0873 0.9096 2.6917
H 0.3721 1.6510 2.6884
H 3.0908 1.3491 0.3015
H 2.4566 3.0323 0.1996
H 2.9488 1.6246 -1.8773
H 1.6659 2.8148 -1.9028
H 0.9440 0.8306 -2.8898
H 1.8596 -0.7327 -0.5830
H 2.7579 -0.8048 -2.0827
H 1.3727 -2.6463 -2.1005
H 0.4542 -1.6605 -3.1069
H -1.7836 -2.2061 -2.7026
H -2.1642 -2.5976 -1.0544
H -0.9469 -3.5430 -1.8855

Output
LUMO energy (alpha / beta): -0.10810 / -0.35314 Eh
E_HOMO (alpha / beta): -13.610 / -13.608 eV
Charge: +1
Expectation value of S²: 0.76
Multiplicity: 2
Kohn-Sham gap (alpha / beta): 10.669 / 3.999 eV

Computed, not measured: a cluster of 2 separate species, C4H7NO3 in total at a distorted geometry, with wB97M-V/def2-TZVPD.

Cartesian coordinates (Å):
C -1.6336 1.3971 -0.2165
N -0.5105 2.0089 -0.2801
O 0.0297 2.7538 0.5219
O 0.2350 1.7519 -1.4514
H -1.9543 0.8042 -1.0493
H -2.2627 1.5677 0.6350
H 1.0681 2.2464 -1.3627
C 1.4168 -2.0632 0.4867
C 0.3685 -1.1282 -0.0690
C -0.7093 -0.9133 0.6111
O -1.6394 -0.8762 1.3190
H 1.5159 -2.9410 -0.1516
H 1.1406 -2.3909 1.4857
H 2.3803 -1.5590 0.5376
H 0.5549 -0.6580 -1.0165

Output
LUMO energy: 0.02340 Eh
E_HOMO: -8.849 eV
SMILES string: C=[N+]([O-])O.CC=C=O
Multiplicity: 1
Kohn-Sham gap: 9.486 eV

Computed, not measured: a cluster of 2 separate species, C8H23NSi2 in total at a distorted geometry, with wB97M-V/def2-TZVPD.

Cartesian coordinates (Å):
C 1.9963 -2.3998 0.2424
Si 0.2362 -1.8800 0.5208
C -1.0021 -2.8092 -0.4959
N 0.3150 -0.2325 0.0412
Si 1.3876 1.1338 0.1121
C 2.3519 1.4784 -1.4960
C 0.3849 2.7427 0.1526
C 2.3546 0.9717 1.7752
H 2.8617 -1.6474 0.2844
H 2.3343 -3.2805 0.7227
H 2.0512 -2.7047 -0.8296
H 0.0203 -2.0509 1.9496
H -0.4868 -2.8426 -1.4278
H -0.8795 -3.8185 -0.1899
H -2.0233 -2.5817 -0.6931
H -0.4425 0.0727 -0.5904
H 2.1568 0.7879 -2.2339
H 2.3425 2.5459 -1.9477
H 3.3220 1.1174 -1.2996
H 0.9449 3.6707 0.2260
H -0.2334 2.7305 -0.7807
H -0.4351 2.8183 0.8909
H 2.8142 1.8440 2.2297
H 1.6706 0.4782 2.6236
H 3.2021 0.2623 1.6813
C -3.2843 -0.3693 1.2486
C -3.0973 0.6501 0.4778
C -3.3614 0.7502 -1.0105
H -3.3121 -0.3534 2.3240
H -3.6195 -1.2715 0.7516
H -2.7256 1.5668 0.8406
H -4.2326 0.2612 -1.3058
H -3.3729 1.8502 -1.2235
H -2.5746 0.2655 -1.5117

Output
LUMO energy: 0.03098 Eh
E_HOMO: -9.046 eV
SMILES string: C[SiH](C)N[Si](C)(C)C.C=CC
Multiplicity: 1
Kohn-Sham gap: 9.889 eV

Computed, not measured: a cluster of 2 separate species, CHF4P in total at a distorted geometry, with wB97M-V/def2-TZVPD.

Cartesian coordinates (Å):
C -0.2848 -0.5277 1.0173
F -1.4352 0.0173 1.5307
F 0.7853 -0.1561 1.7321
F -0.4053 -1.8651 0.9737
F 0.3543 -0.1501 -2.4722
P -0.1541 0.9281 -1.3252
H 1.1398 1.7537 -1.4564

Output
LUMO energy (alpha / beta): 0.01243 / -0.08802 Eh
E_HOMO (alpha / beta): -8.121 / -11.118 eV
Expectation value of S²: 2.00
Multiplicity: 3
Kohn-Sham gap (alpha / beta): 8.460 / 8.723 eV

The highest multiplicity belongs to which entry? CHF4P